Molecular formula: C51H27Cl4N5O4Re
Method: DFT, ωB97M-V/def2-TZVPD

Last column: Mulliken charge in e.
Positions of all 92 atoms, in Å:
Re (-0.1822, 0.7470, -0.0785)  1.221
Cl (7.8456, -4.2341, -0.6317)  -0.219
C (6.3594, -3.3581, -0.5932)  0.327
C (6.2510, -2.1599, -1.2888)  -1.136
C (5.0594, -1.4645, -1.2623)  -0.165
C (3.9652, -1.9550, -0.5434)  0.686
C (4.0911, -3.1716, 0.1305)  -0.185
C (5.2820, -3.8715, 0.1139)  -1.022
C (2.7163, -1.2046, -0.5145)  -0.006
C (2.7922, 0.2894, -0.2337)  1.425
C (4.0061, 0.5656, 0.6096)  -1.826
C (3.6051, 0.5593, 1.8864)  -0.691
C (2.1539, 0.4916, 1.9202)  -0.307
C (1.3472, 0.3416, 3.0489)  1.158
C (1.9720, -0.0931, 4.3232)  -0.681
C (2.0647, -1.4672, 4.5321)  0.144
C (2.6083, -1.9734, 5.6967)  -1.009
C (3.0683, -1.0953, 6.6663)  0.435
Cl (3.7471, -1.7208, 8.1264)  -0.216
C (2.9925, 0.2740, 6.4713)  -0.928
C (2.4463, 0.7728, 5.2998)  0.233
C (-0.0484, 0.5168, 3.0175)  0.643
N (-0.7902, 0.6603, 1.8777)  0.457
C (-2.0048, 1.1763, 2.2272)  -0.418
C (-3.0510, 1.5680, 1.3444)  1.906
C (-3.9189, 2.6385, 1.8372)  0.229
C (-3.2980, 3.6737, 2.5522)  -0.097
C (-4.0257, 4.7025, 3.1114)  -1.104
C (-5.4013, 4.7351, 2.9371)  0.366
Cl (-6.3310, 5.9958, 3.6668)  -0.219
C (-6.0313, 3.7671, 2.1700)  -1.093
C (-5.2959, 2.7280, 1.6307)  -0.364
C (-3.1712, 0.9784, 0.0666)  0.654
C (-4.2768, 0.8574, -0.8306)  -1.535
C (-3.9035, 0.0032, -1.8332)  -1.597
C (-2.5599, -0.4017, -1.5696)  -0.270
N (-2.1310, 0.2687, -0.4600)  -0.369
C (-1.7811, -1.3993, -2.1851)  1.293
C (-0.5329, -1.8202, -1.6845)  0.051
C (0.1215, -3.0432, -2.0613)  -1.681
C (1.3554, -3.0341, -1.5092)  -1.604
C (1.5053, -1.7717, -0.8300)  0.662
N (0.2947, -1.1057, -0.8685)  -0.058
C (-2.1884, -2.0285, -3.4504)  0.108
C (-1.2305, -2.1001, -4.4671)  0.089
C (-1.5334, -2.6428, -5.6973)  -1.162
C (-2.8141, -3.1197, -5.9337)  0.322
Cl (-3.2107, -3.7760, -7.4815)  -0.217
C (-3.7783, -3.0700, -4.9383)  -1.021
C (-3.4604, -2.5382, -3.7006)  -0.445
C (-2.0676, 1.2551, 3.6530)  -1.201
C (-0.8780, 0.8015, 4.1436)  -1.605
N (1.6851, 0.5972, 0.6614)  0.214
H (7.0924, -1.7849, -1.8536)  0.430
H (4.9450, -0.5682, -1.8530)  0.452
H (3.2393, -3.5537, 0.6713)  0.541
H (5.3778, -4.8109, 0.6374)  0.423
H (4.9956, 0.6664, 0.2130)  0.581
H (4.2168, 0.6664, 2.7599)  0.663
H (1.7038, -2.1388, 3.7665)  0.540
H (2.6788, -3.0379, 5.8509)  0.421
H (3.3645, 0.9440, 7.2304)  0.423
H (2.3878, 1.8401, 5.1441)  0.494
H (-2.2230, 3.6756, 2.6422)  0.549
H (-3.5363, 5.4798, 3.6777)  0.414
H (-7.0968, 3.8255, 2.0044)  0.422
H (-5.8164, 1.9615, 1.0798)  0.471
H (-5.2310, 1.3357, -0.7456)  0.440
H (-4.5045, -0.3210, -2.6596)  0.782
H (-0.3197, -3.8206, -2.6562)  0.665
H (2.1355, -3.7595, -1.6210)  0.648
H (-0.2350, -1.7225, -4.2875)  0.510
H (-0.7818, -2.6841, -6.4684)  0.446
H (-4.7727, -3.4441, -5.1322)  0.423
H (-4.1966, -2.5508, -2.9110)  0.683
H (-2.9215, 1.5790, 4.2179)  0.684
H (-0.5937, 0.7049, 5.1740)  0.584
O (-2.2576, 4.0624, -1.2238)  -0.739
C (-1.4539, 3.1648, -1.0656)  -0.069
O (-0.9462, 2.7708, 0.0307)  -0.635
C (-0.8691, 2.4555, -2.3071)  0.520
C (-1.1771, 2.8225, -3.6051)  -0.574
C (-0.4549, 2.2677, -4.6542)  -0.740
C (0.6592, 1.4980, -4.3540)  -0.620
C (0.9220, 1.1906, -3.0243)  0.944
N (0.0932, 1.5636, -2.0337)  0.436
C (2.1647, 0.5096, -2.5809)  0.084
O (2.7347, -0.3723, -3.1677)  -0.561
O (2.6024, 1.0720, -1.4214)  -0.556
H (-1.9839, 3.5218, -3.7587)  0.575
H (-0.7210, 2.4885, -5.6762)  0.498
H (1.3415, 1.1542, -5.1142)  0.573

Atoms 1-3, force components in eV/Å:
Re 1.332 0.514 2.455
Cl 0.253 -0.124 0.007
C -0.301 0.140 0.006

Calculated values
LUMO energy (alpha / beta): -1.684 / -1.580 eV
spin multiplicity: 2
E_HOMO (alpha / beta): -6.53 / -6.56 eV
F_max: 2.840 eV Å⁻¹